(1)
{"formula": "C4H7F2N3", "method": "wB97M-V/def2-TZVPD", "e_above_lowest_ev": 1.520, "gap_ha": 0.35997, "total_energy_ha": -520.50779, "charge": 0, "e_lumo_ev": 0.92, "symbols": ["C", "C", "F", "F", "N", "C", "C", "N", "N", "H", "H", "H", "H", "H", "H", "H"], "positions_angstrom": [[-2.02592, -1.43182, 0.44533], [-1.57263, -0.02688, -0.06253], [-1.79899, 0.29341, -1.32211], [-2.11215, 1.02647, 0.55034], [0.11289, 0.08632, 0.19692], [1.04296, 1.28119, 0.07357], [2.36954, 0.52937, -0.36668], [1.98044, -0.87732, -0.22766], [0.75701, -1.05017, 0.05631], [-1.11489, -2.06588, 0.42677], [-2.56877, -1.39881, 1.45352], [-2.92338, -1.70810, -0.19265], [1.26732, 1.69688, 1.07326], [0.71978, 1.94190, -0.82940], [2.59149, 0.85825, -1.44870], [3.27531, 0.84518, 0.17370]]}

(2)
{"formula": "C4H7F2NS", "method": "wB97M-V/def2-TZVPD", "e_above_lowest_ev": 1.000, "gap_ha": 0.36895, "total_energy_ha": -809.26116, "charge": 0, "e_lumo_ev": 0.87, "symbols": ["N", "C", "C", "C", "S", "C", "F", "F", "H", "H", "H", "H", "H", "H", "H"], "positions_angstrom": [[-0.27953, 1.39381, -0.90831], [-0.80920, 0.49948, 0.14748], [0.31053, 0.30496, 1.20395], [0.76915, -1.01722, 0.45679], [2.33134, -0.80546, -0.46960], [-0.61755, -0.96115, -0.28546], [-0.64769, -1.09263, -1.64084], [-1.53212, -1.91329, 0.16500], [-0.66560, 1.09046, -1.79639], [-0.62222, 2.34391, -0.72865], [-1.84218, 0.72404, 0.51172], [1.03709, 1.08235, 1.20292], [-0.10133, 0.08761, 2.20720], [0.81622, -1.96493, 1.08347], [1.85310, 0.22806, -1.14927]]}

(3)
{"formula": "C4H7F3N5", "method": "wB97M-V/def2-TZVPD", "e_above_lowest_ev": 0.000, "gap_ha": [0.31385, 0.21509], "total_energy_ha": -729.66013, "charge": 1, "e_lumo_ev": [-4.21, -4.77], "symbols": ["C", "C", "C", "C", "N", "N", "N", "N", "N", "F", "F", "F", "H", "H", "H", "H", "H", "H", "H"], "positions_angstrom": [[1.92244, 0.48606, -0.46251], [-0.27354, 0.98592, -0.80908], [0.46285, 0.15517, 1.23200], [-0.50796, -1.91763, -0.04416], [1.70257, 0.05675, 0.77958], [0.91741, 0.86086, -1.37384], [-0.55346, 0.80033, 0.55929], [-1.34313, 1.36964, -1.52695], [0.27079, -0.12674, 2.53010], [0.35320, -1.98293, -1.12933], [-0.62616, -3.11004, 0.57875], [-1.70820, -1.45208, -0.46919], [2.99410, 0.61135, -0.82813], [1.10022, 0.75840, -2.29484], [-1.57082, 0.46901, 0.72736], [-1.33605, 1.25373, -2.59061], [-2.20009, 1.44685, -1.09411], [-0.63926, -0.25504, 3.02974], [1.03507, -0.40961, 3.18594]]}

(4)
{"formula": "C4H7FN2", "method": "wB97M-V/def2-TZVPD", "e_above_lowest_ev": 2.558, "gap_ha": 0.36533, "total_energy_ha": -365.88447, "charge": 0, "e_lumo_ev": 0.95, "symbols": ["H", "N", "C", "N", "C", "C", "F", "C", "H", "H", "H", "H", "H", "H"], "positions_angstrom": [[1.98767, 0.57263, 1.74462], [1.24995, 0.08138, 2.39879], [0.10536, 0.15171, 1.79521], [-0.23039, 0.44405, 0.39360], [0.72316, 0.63796, -0.69861], [-0.35146, -0.06269, -1.52661], [0.16949, -1.21394, -2.06687], [-1.17504, -0.46913, -0.37040], [-0.76721, -0.17652, 2.26021], [1.43378, -0.12273, -0.55238], [0.97630, 1.75163, -0.71303], [-1.09545, 0.31610, -2.32658], [-0.75815, -1.45343, -0.06532], [-2.26801, -0.45703, -0.27263]]}